[1]
{
  "formula": "C24H31N5O2",
  "method": "ωB97M-V/def2-TZVPD",
  "symbols": ["O", "O", "N", "N", "N", "N", "N", "C", "C", "C", "C", "C", "C", "C", "C", "C", "C", "C", "C", "C", "C", "C", "C", "C", "C", "C", "C", "C", "C", "C", "C", "H", "H", "H", "H", "H", "H", "H", "H", "H", "H", "H", "H", "H", "H", "H", "H", "H", "H", "H", "H", "H", "H", "H", "H", "H", "H", "H", "H", "H", "H", "H"],
  "xyz": [[2.27092, -1.60748, 7.35279], [1.49851, 0.32310, 6.31024], [1.15863, -0.77652, -1.02646], [2.30091, -8.44126, 3.31223], [-5.72513, -2.08325, -3.10348], [-3.48005, 8.33593, -2.07058], [2.98844, 4.98002, -3.97788], [0.00059, -2.00835, 0.47980], [1.87112, -9.66067, 3.76350], [-6.85071, -1.58678, -2.60292], [0.75639, -2.82227, -0.37792], [3.94043, 3.94090, -2.23304], [0.18900, -0.78145, -0.07211], [1.89877, 1.36707, 5.42859], [1.44320, -2.00531, -1.34525], [-5.80532, -1.95140, -4.50914], [-3.92742, 6.41714, -3.16194], [3.63876, -0.31708, 5.72444], [2.43149, -0.67029, 6.54565], [3.31201, 0.92592, 4.82872], [3.47518, -8.55648, 2.77823], [3.87368, -9.83174, 2.85696], [-3.58523, 8.62362, -3.42035], [-3.73740, 7.46016, -4.14608], [3.83196, 4.00107, -3.61512], [-7.08202, -1.49203, -4.84279], [2.85258, 4.79099, -1.72441], [2.31219, 5.41530, -2.89231], [-3.50860, 6.96984, -1.92017], [2.91918, -10.56823, 3.62287], [-7.70934, -1.23763, -3.62954], [-8.72371, -0.87187, -3.56907], [-3.42625, 7.33380, -5.17254], [1.91023, -7.51283, 3.38638], [-3.43439, 6.46899, -0.96621], [3.22528, 0.65292, 3.77703], [1.99561, 2.33650, 5.91738], [-0.46677, 0.00705, 0.26646], [-4.07383, 5.34742, -3.18763], [4.37383, 3.45880, -4.37586], [-7.56655, -1.27346, -5.78292], [1.57471, 0.04563, -1.44004], [-3.32304, 8.92230, -1.26335], [-0.57168, -2.35677, 1.32686], [-6.89026, -1.40750, -1.53864], [4.58020, -0.26181, 6.27101], [3.93237, -7.65395, 2.40031], [3.76864, -1.14430, 5.02662], [-3.33854, 9.66308, -3.57867], [2.31579, -2.23254, -1.93969], [-4.83992, -2.19651, -2.63055], [4.42524, 3.19370, -1.62226], [1.60759, 6.21860, -3.04934], [1.00826, -9.78861, 4.40029], [1.19885, 1.51472, 4.60614], [2.81775, 5.37958, -4.88964], [-4.90954, -2.09012, -5.09630], [4.06032, 1.71161, 4.93276], [0.80869, -3.89537, -0.26781], [4.82546, -10.25771, 2.57578], [2.55667, 5.14278, -0.74712], [3.02635, -11.60704, 3.89818]],
  "mulliken_charge": [-0.5894, -0.3473, 0.0414, 0.0166, -0.0176, -0.0605, -0.0061, -0.2800, -0.5803, -0.4805, -0.3186, -0.6589, -0.6187, -0.3211, -0.5294, -0.5909, -0.3393, -0.3935, 0.5210, -0.4580, -0.3420, -0.4967, -0.3131, -0.5442, -0.3303, -0.2782, -0.3971, -0.3659, -0.3631, -0.2358, -0.3303, 0.3654, 0.3168, 0.2192, 0.3735, 0.2596, 0.2450, 0.3883, 0.3639, 0.3938, 0.3715, 0.1862, 0.2000, 0.4220, 0.3577, 0.3305, 0.3507, 0.2077, 0.3671, 0.3323, 0.2556, 0.3815, 0.3879, 0.3379, 0.2750, 0.2089, 0.3469, 0.2686, 0.3763, 0.3552, 0.3875, 0.3752],
  "multiplicity": 1,
  "charge": 0,
  "relative_energy_kcal_mol": 158.09,
  "smiles": "c1cc[nH]c1.c1cc[nH]c1.c1cc[nH]c1.c1cc[nH]c1.c1cc[nH]c1.O=C1CCCO1",
  "homo_lumo_gap_ev": 8.27
}

***

[2]
{
  "formula": "C24H32AsO3PSSeSi2W",
  "method": "ωB97M-V/def2-TZVPD",
  "symbols": ["W", "Se", "As", "S", "P", "Si", "Si", "O", "O", "O", "C", "C", "C", "C", "C", "C", "C", "C", "C", "C", "C", "C", "C", "C", "C", "C", "C", "C", "C", "C", "C", "C", "C", "C", "H", "H", "H", "H", "H", "H", "H", "H", "H", "H", "H", "H", "H", "H", "H", "H", "H", "H", "H", "H", "H", "H", "H", "H", "H", "H", "H", "H", "H", "H", "H", "H"],
  "xyz": [[-0.34181, 1.82241, -0.05335], [-0.71555, 2.60781, 2.07004], [-1.96236, 0.18328, -0.04265], [1.58178, 2.45772, -1.60818], [1.48618, 0.05550, 0.41951], [-3.64934, -1.66816, 0.30487], [-2.70542, 2.09799, -1.28917], [1.58227, 3.59923, -2.43839], [1.37444, 2.74673, -0.12437], [0.34969, 1.56978, -1.83130], [-5.13817, -0.76369, 0.92216], [3.79102, 0.75538, 1.90465], [3.87586, 1.50353, -2.67991], [3.73300, 1.07091, 4.29101], [2.42898, 0.47164, 1.91114], [3.67791, -0.81616, -1.11752], [-1.68417, 3.71525, -0.91138], [1.72237, 0.49119, 3.11788], [4.70101, -0.66330, -2.05388], [2.75094, 0.19287, -0.92422], [1.05818, -3.83647, 1.60338], [-4.48720, 2.52348, -0.95424], [1.11963, -1.70985, 0.48868], [0.51617, -2.28358, -0.63719], [2.37294, 0.78736, 4.30254], [0.20528, -3.63220, -0.64127], [2.87999, 1.33592, -1.73622], [4.43653, 1.05404, 3.09766], [4.80829, 0.48339, -2.82302], [0.46884, -4.40575, 0.48519], [-2.66856, -2.59242, 1.58679], [1.39173, -2.48708, 1.61008], [-3.73022, -2.50202, -1.34427], [-2.48159, 1.86858, -3.13131], [-1.60669, -2.54609, 1.33312], [1.81496, 0.80924, 5.22887], [4.36199, 0.74487, 0.98736], [-0.57396, 3.66237, -0.89357], [-3.09260, 2.61085, -3.65102], [-2.01400, 4.21604, -0.00871], [0.31877, -1.68012, -1.51749], [-4.28537, -3.43973, -1.26821], [-5.85296, -1.47032, 1.35062], [-4.84341, -0.06276, 1.70499], [-4.22134, -1.87778, -2.09209], [3.60892, -1.72511, -0.53279], [0.21665, -5.45793, 0.48498], [1.87503, -2.05453, 2.47568], [-5.64178, -0.21431, 0.12647], [-1.87838, 4.39112, -1.74706], [-2.80673, -2.13471, 2.56808], [5.49377, 1.28140, 3.08729], [5.42314, -1.45897, -2.17970], [0.66443, 0.25367, 3.13640], [3.90743, 2.39613, -3.29105], [-1.44857, 2.01086, -3.44110], [1.27044, -4.44205, 2.47398], [-2.71797, -2.72389, -1.68557], [5.60159, 0.58161, -3.55071], [4.24574, 1.30233, 5.21479], [-4.71469, 3.44890, -1.48458], [-0.23112, -4.08636, -1.52131], [-2.80238, 0.88378, -3.47586], [-2.96579, -3.64000, 1.64881], [-5.12567, 1.73488, -1.35553], [-4.72810, 2.65335, 0.10119]],
  "mulliken_charge": [0.0382, -0.0818, 0.7576, 1.1309, 1.1153, 0.4645, 0.5293, -0.6145, -0.3883, -0.2547, -1.0614, -0.6044, -0.5675, -0.6371, 0.6305, -0.0083, -1.3295, -0.6666, -0.7499, -1.0257, -0.7119, -1.1475, 0.5495, -0.3499, -0.8809, -0.6847, 0.7934, -0.7450, -0.7065, -0.6574, -0.5289, -0.7099, -0.9256, -1.0479, -0.0880, 0.4525, 0.3562, 0.4448, 0.3917, 0.5049, 0.4542, 0.4116, 0.4250, 0.3391, 0.3750, 0.5631, 0.4349, 0.4600, 0.3216, 0.4889, 0.3471, 0.4491, 0.4764, 0.6679, 0.5547, 0.2562, 0.4826, 0.2516, 0.4533, 0.4282, 0.4218, 0.5224, 0.3530, 0.4095, 0.3054, 0.3617],
  "multiplicity": 1,
  "charge": 2,
  "relative_energy_kcal_mol": 38.81,
  "homo_lumo_gap_ev": [5.90, 5.91]
}

***

[3]
{
  "formula": "C24H32ClN2O4P2Tl",
  "method": "ωB97M-V/def2-TZVPD",
  "symbols": ["Tl", "Cl", "P", "P", "O", "O", "O", "O", "N", "N", "C", "C", "C", "C", "C", "C", "C", "C", "C", "C", "C", "C", "C", "C", "C", "C", "C", "C", "C", "C", "C", "C", "C", "C", "H", "H", "H", "H", "H", "H", "H", "H", "H", "H", "H", "H", "H", "H", "H", "H", "H", "H", "H", "H", "H", "H", "H", "H", "H", "H", "H", "H", "H", "H", "H", "H"],
  "xyz": [[-0.41007, -0.01233, -0.04493], [-2.80199, -0.01924, -0.93423], [-0.27436, 2.58954, 0.03917], [-0.09893, -2.59543, -0.11946], [3.01877, -0.01070, 1.85366], [-0.07062, -2.35730, 3.38471], [2.12885, 0.50661, -1.80457], [0.57976, 2.18421, 3.37518], [-0.18452, 0.70519, 4.98678], [0.27692, -0.10197, 2.93267], [1.16066, -0.54743, 7.35188], [0.26569, 1.04448, 3.70877], [-0.29842, -3.34940, -1.75985], [0.20223, 0.04457, -3.28896], [1.97338, 0.00778, 1.38672], [1.21786, 3.41158, 0.64711], [-2.66066, -0.72328, 5.12271], [-4.03594, -1.80505, 6.79464], [-0.64101, 3.37083, -1.55971], [1.00189, 0.24200, -2.08746], [3.28692, -2.02353, 6.31465], [-1.62330, 3.17756, 1.11200], [-2.88705, -2.31817, 7.39922], [0.01498, -1.16357, 3.72440], [-1.48599, -3.28263, 0.83305], [2.11709, -1.85347, 5.56186], [3.39555, -1.46596, 7.58371], [1.06708, -1.07665, 6.05918], [-0.16101, -0.71596, 5.19613], [1.38422, -3.36302, 0.58786], [-1.50509, -1.17944, 5.75965], [-1.61946, -2.02569, 6.87019], [-3.92196, -1.03001, 5.63943], [2.32404, -0.73002, 8.10914], [-2.36188, -2.63630, 0.68865], [0.31994, 0.00720, 7.78725], [-1.53671, 2.90558, -1.99237], [0.20783, 3.24973, -2.24419], [-0.33222, -4.43980, -1.62722], [-0.40242, 0.94758, -3.46829], [2.01225, -2.33682, 4.59158], [0.83547, -0.16371, -4.17215], [2.27518, -2.96603, 0.08330], [4.30691, -1.60530, 8.16880], [0.54492, -3.07626, -2.40688], [1.08834, 4.49794, 0.53450], [-1.70906, -4.28845, 0.45141], [-5.02030, -2.01490, 7.22291], [1.35998, 3.14796, 1.70909], [-2.49908, 2.53082, 0.96453], [2.39020, -0.28669, 9.10200], [-1.21556, -3.30281, 1.89983], [-2.95812, -2.94662, 8.29024], [-1.87373, 4.20572, 0.81313], [1.33629, -4.45027, 0.42593], [4.11030, -2.59215, 5.88140], [2.07945, 3.08648, 0.05169], [-4.80799, -0.65049, 5.13262], [-2.57422, -0.11864, 4.21949], [1.43252, -3.14537, 1.66424], [-1.30766, 3.13679, 2.16411], [-0.72053, -2.45499, 7.31982], [-0.49339, -0.79583, -3.13341], [-0.82572, 4.43835, -1.37587], [-0.04405, 1.40058, 5.71444], [-1.23605, -3.00210, -2.21309]],
  "mulliken_charge": [1.1685, -0.4527, 0.7933, 0.9133, -0.2521, -0.8454, -0.3729, -0.7115, 0.0379, 0.6693, -0.0505, -0.4553, -1.2646, -0.8584, 0.1495, -1.1491, -0.2988, -0.3672, -1.2201, 0.6123, -0.8849, -1.2323, -0.8144, -1.3732, -1.1385, -0.1204, -0.4927, -0.7429, 3.6841, -1.0337, -0.3341, -0.0968, -0.8405, -0.9199, 0.3727, 0.4188, 0.3016, 0.3645, 0.4985, 0.2406, 0.5225, 0.3974, 0.3834, 0.4200, 0.3841, 0.4694, 0.4816, 0.4507, 0.2597, 0.3656, 0.4091, 0.2211, 0.4558, 0.4501, 0.4784, 0.4423, 0.3530, 0.4485, 0.4613, 0.0544, 0.3144, 0.5475, 0.1449, 0.4956, 0.3606, 0.3268],
  "multiplicity": 1,
  "charge": 2,
  "relative_energy_kcal_mol": 0.00,
  "homo_lumo_gap_ev": [6.54, 4.16]
}

***

[4]
{
  "formula": "C24H32ClN3O4Ru",
  "method": "ωB97M-V/def2-TZVPD",
  "symbols": ["Ru", "Cl", "O", "O", "O", "O", "N", "N", "N", "C", "C", "C", "C", "C", "C", "C", "C", "C", "C", "C", "C", "C", "C", "C", "C", "C", "C", "C", "C", "C", "C", "C", "C", "H", "H", "H", "H", "H", "H", "H", "H", "H", "H", "H", "H", "H", "H", "H", "H", "H", "H", "H", "H", "H", "H", "H", "H", "H", "H", "H", "H", "H", "H", "H", "H"],
  "xyz": [[0.00000, 0.00000, 0.00000], [2.03670, -0.04560, -1.37410], [0.18080, -4.06810, -0.92160], [-2.81780, -0.05270, 1.93010], [0.27540, 4.05360, -0.96220], [1.41730, 0.04460, 3.41250], [-0.53220, 0.00550, 2.19370], [0.17310, -2.05390, 0.03980], [0.23830, 2.04900, 0.01830], [-0.25930, 2.82570, -0.86540], [-1.86570, -2.45340, -4.64790], [-1.71650, 0.02410, -4.53270], [-0.57220, 0.01950, 4.61360], [1.08310, -2.88990, 0.90760], [0.28170, -3.36780, 2.11260], [2.45730, 2.14630, 1.25150], [-1.99800, -0.01130, 4.12530], [1.19140, 2.86820, 0.85500], [0.42930, 3.38580, 2.06960], [-1.42590, -2.49300, -1.76330], [0.21190, 0.02590, 3.34660], [2.36480, -2.20270, 1.31710], [-1.01180, 0.00850, -1.85240], [1.34700, -4.05170, -0.04940], [-1.61680, -1.19040, -3.87480], [-1.40180, 2.50950, -1.73540], [-1.83080, -0.02100, 2.64780], [-0.31940, -2.82350, -0.85280], [-1.29250, 1.21660, -2.49790], [1.46640, 4.00910, -0.12330], [-1.30010, -1.19180, -2.50860], [-1.84910, 2.50380, -4.62440], [-1.60860, 1.23170, -3.86340], [2.22100, -3.88100, -0.67730], [3.01070, -2.92490, 1.81660], [-0.04470, -2.52490, 2.70960], [-0.36280, 0.94140, 5.19890], [-1.02360, 3.20830, -4.52540], [-1.93530, 0.02990, -5.59320], [2.15930, -1.39690, 2.01340], [-0.32840, -0.88760, 5.20840], [-1.55960, 3.34950, -2.39930], [-1.54260, 0.01890, 0.23230], [-2.55690, 0.89620, 4.44090], [2.31570, 3.80290, -0.77400], [1.08260, 4.02330, 2.66510], [-2.28270, 2.44920, -1.08830], [-2.52140, -0.93400, 4.45810], [2.95700, 1.72290, 0.38720], [1.41360, -5.01510, 0.44480], [0.08940, 2.56000, 2.68300], [-2.75470, 3.01700, -4.29750], [0.90360, -4.01690, 2.72890], [-1.55600, -3.32630, -2.44140], [2.23340, 1.34600, 1.94870], [2.88340, -1.79490, 0.45620], [1.57800, 4.97580, 0.35620], [-1.04230, -3.16180, -4.55870], [-0.43680, 3.97290, 1.76620], [-2.77180, -2.96630, -4.32220], [-1.96760, 2.29210, -5.68400], [-0.59540, -3.93270, 1.79870], [-2.33240, -2.44550, -1.15040], [-1.98710, -2.23090, -5.70500], [3.12700, 2.84920, 1.74710]],
  "lowdin_spin": [2.3520, 0.1186, 0.0192, -0.0027, 0.0192, 0.0077, 0.0943, 0.0528, 0.0532, 0.0454, 0.0666, 0.0369, 0.0050, 0.0127, 0.0001, 0.0087, 0.0032, 0.0127, 0.0003, 0.0732, 0.0165, 0.0086, 0.0832, 0.0076, 0.3837, 0.0630, 0.0072, 0.0459, 0.3753, 0.0073, 0.4314, 0.0720, 0.4041, 0.0011, 0.0002, 0.0000, 0.0008, 0.0185, -0.0076, 0.0042, 0.0008, 0.0010, -0.0277, 0.0006, 0.0011, 0.0000, 0.0231, 0.0006, 0.0013, 0.0019, 0.0001, 0.0219, 0.0000, 0.0013, 0.0043, 0.0012, 0.0018, 0.0173, 0.0003, 0.0200, -0.0004, 0.0003, 0.0273, -0.0003, 0.0002],
  "multiplicity": 6,
  "s2": 8.815,
  "charge": -1,
  "homo_lumo_gap_ev": [3.99, 5.10]
}

***

Number 1: total energy -36931.578 eV. Number 2: total energy -195425.561 eV. Number 3: total energy -72354.741 eV. Number 4: total energy -53169.591 eV.